7
Properties=species:S:1:pos:R:3 method="wB97M-V/def2-TZVPD" relative_energy_kj_mol=365.4 molar_mass_g_mol=327.741 total_energy_ha=-5597.6082 lumo_ev="-1.20 / -1.09" gap_ha="0.2708 / 0.2730"
C 0.30 -0.89 -1.87
O -0.86 -0.97 -1.94
Br 1.28 -0.32 2.14
H 0.84 -0.51 -0.75
Br 0.32 2.43 0.47
C 0.03 0.62 0.99
I -1.91 -0.34 0.95